Below is an isolated ion of composition C10H10N3 and charge +1 at a distorted geometry, with properties calculated with the ωB97M-V functional and the def2-TZVPD basis.

Its orbital gap (spin up / spin down) is 7.4399 / 7.4394 eV. Its charge is +1. For the max |F|, the calculation gives 0.098 Eh/bohr. Its highest occupied orbital energy (spin up / spin down) is -13.08 / -13.08 eV. The total energy is -550.86052 Ha. As for the lowest unoccupied orbital energy (spin up / spin down): -5.6353 / -5.6357 eV. As for the SMILES: Cc1cccc(N=[N+]=c2cn2)c1C. The energy above the lowest of the compared OMol25 structures with the same formula, charge and spin is 4.1804 eV.

Structure (XYZ):
```
23
Properties=species:S:1:pos:R:3:forces:R:3
C 1.067 -0.148 -0.473 1.8 -0.9 0.1
C -0.929 -1.761 -0.426 -0.2 0.3 -0.9
H 2.625 1.451 -0.643 -1.2 -0.9 0.3
C -3.662 2.003 1.406 -0.8 -0.1 1.7
C -4.434 2.578 2.452 1.7 -0.6 -0.9
H -5.065 3.362 2.804 -0.7 0.2 0.2
N -2.377 0.434 0.344 2.1 -4.2 -1.7
H -1.446 -2.169 0.390 -0.4 -0.2 1.7
H -1.374 2.624 0.679 1.4 0.1 -0.9
C 1.559 1.161 -0.409 0.2 0.2 -0.8
H 2.583 -1.173 -1.668 0.2 0.2 0.7
C -1.049 0.651 0.106 -0.9 1.0 0.5
C -0.601 1.951 0.224 -0.1 1.1 0.4
H 1.175 3.180 -0.144 -0.4 0.5 0.2
H 2.829 -1.265 0.249 -1.1 0.1 -2.1
N -3.205 1.231 0.560 -2.3 2.8 0.0
N -3.529 1.750 2.808 -0.8 1.0 0.7
H -0.417 -2.572 -0.870 1.4 -0.4 -0.2
C 2.103 -1.248 -0.678 -0.2 -0.8 1.2
C -0.272 -0.433 -0.252 0.7 -0.9 -0.2
H -1.715 -1.638 -1.131 -0.9 0.4 -0.8
H 1.563 -2.217 -0.680 0.6 0.5 0.1
C 0.705 2.214 -0.146 -0.2 0.7 0.8
```
Forces are in eV/Å.

=====

Below is a 3-piece molecular cluster, C16H16N2O6 overall at a distorted geometry, with properties calculated with the ωB97M-V functional and the def2-TZVPD basis.

Its orbital gap is 9.3537 eV. For the max |F|, the calculation gives 0.041 Eh/bohr. Its highest occupied orbital energy is -10.05 eV. The total energy is -1180.05018 Ha. As for the lowest unoccupied orbital energy: -0.6979 eV. As for the SMILES: O=[N+]([O-])c1ccccc1.O=[N+]([O-])c1ccccc1.O=C1CCCO1. The energy above the lowest of the compared OMol25 structures with the same formula, charge and spin is 4.1915 eV.

Structure (XYZ):
```
40
Properties=species:S:1:pos:R:3:forces:R:3
C 14.867 18.833 -13.369 -0.3 0.0 0.8
N 16.144 31.273 -5.884 0.0 0.5 -0.1
C 12.188 19.492 -12.946 0.0 0.4 -0.4
C 15.159 29.025 -6.101 0.0 0.5 0.7
H 14.916 20.493 -14.676 0.0 0.3 0.2
H 15.914 18.611 -13.521 0.0 -0.1 -0.1
O 16.176 24.367 -11.837 -1.2 -0.2 -0.4
H 14.437 21.961 -10.664 0.2 -0.1 -0.6
C 14.099 18.055 -12.495 0.1 0.2 -0.7
H 14.403 29.461 -5.455 -0.1 -0.6 0.2
H 17.811 28.061 -8.716 -0.2 0.0 -0.2
H 12.524 21.110 -14.298 0.1 0.1 0.0
C 17.100 29.586 -7.416 -0.3 0.9 -1.1
N 12.014 17.661 -11.310 -0.5 0.7 -0.4
C 14.472 23.001 -10.989 -1.0 -0.5 0.3
C 12.973 20.278 -13.775 0.1 -0.4 0.1
H 15.776 23.369 -9.325 -0.3 -0.2 0.2
C 17.059 28.342 -7.993 -0.2 -0.6 1.3
C 14.980 23.868 -9.877 0.0 1.0 0.0
H 11.148 19.764 -12.842 -0.1 -0.3 0.4
O 12.403 16.589 -10.945 0.7 -1.1 0.2
H 14.206 24.259 -9.218 0.1 -0.2 0.2
O 11.027 18.209 -10.880 -0.7 0.4 0.3
C 15.237 27.683 -6.494 -0.2 1.4 -0.4
H 15.187 25.947 -10.805 -0.5 -0.4 -0.4
H 14.491 27.004 -6.114 0.2 -0.3 -0.1
O 15.373 22.776 -13.230 0.2 -0.1 -0.3
C 16.181 27.390 -7.461 0.5 -0.8 -0.8
O 15.345 31.528 -4.998 0.2 -0.2 -0.3
H 13.451 23.249 -11.300 0.0 0.1 0.1
H 16.605 25.244 -10.098 -0.2 0.2 0.0
H 14.498 17.179 -12.006 0.0 0.0 0.1
H 17.761 30.299 -7.897 0.1 0.2 0.7
C 15.680 24.990 -10.630 2.1 0.0 0.4
C 16.118 29.937 -6.493 0.5 -0.8 -0.3
C 14.312 19.957 -13.956 0.1 -0.3 -0.8
O 16.978 32.051 -6.313 -0.2 -0.2 0.2
C 15.349 23.306 -12.167 0.8 0.4 0.4
C 12.770 18.400 -12.325 0.5 0.1 0.3
H 16.297 26.399 -7.892 -0.4 -0.1 0.3
```
Forces are in eV/Å.

=====

Below is a 2-piece molecular cluster, C3H2BrF3 overall at a distorted geometry, with properties calculated with the ωB97M-V functional and the def2-TZVPD basis.

Its orbital gap is 8.1801 eV. For the max |F|, the calculation gives 0.082 Eh/bohr. Its highest occupied orbital energy is -9.08 eV. The total energy is -2988.87839 Ha. As for the lowest unoccupied orbital energy: -0.8950 eV. The energy above the lowest of the compared OMol25 structures with the same formula, charge and spin is 6.0675 eV.

Structure (XYZ):
```
9
Properties=species:S:1:pos:R:3:forces:R:3
F 1.451 -0.326 0.937 0.3 -0.3 0.2
H 0.799 -2.084 -0.816 1.3 -1.2 0.1
C 0.054 -1.505 -0.342 -2.8 -0.4 3.1
C 0.581 -0.184 -0.022 0.2 1.1 -0.2
F 0.326 2.948 1.094 -0.8 -0.8 -0.6
H -0.509 -1.905 0.660 2.1 0.4 -1.8
C -0.569 2.034 0.681 1.1 0.0 1.7
F -0.985 -1.464 -1.201 -0.9 0.5 -1.3
Br -1.148 2.487 -0.992 -0.5 0.7 -1.3
```
Forces are in eV/Å.

=====

Below is a 2-piece molecular cluster, C2H9N3O overall at a distorted geometry, with properties calculated with the ωB97M-V functional and the def2-TZVPD basis.

Its orbital gap is 9.2467 eV. Its charge is +2. For the max |F|, the calculation gives 0.059 Eh/bohr. Its highest occupied orbital energy is -18.76 eV. The total energy is -320.36235 Ha. As for the lowest unoccupied orbital energy: -9.5138 eV. The energy above the lowest of the compared OMol25 structures with the same formula, charge and spin is 2.0588 eV.

Structure (XYZ):
```
15
Properties=species:S:1:pos:R:3:forces:R:3
H -2.216 -1.679 0.289 0.4 0.6 -0.2
C 0.771 -0.367 -0.351 0.2 1.1 -2.8
H -1.143 -1.721 1.574 0.4 -1.0 2.3
H -2.196 1.390 1.488 -0.7 0.6 0.5
H 0.330 1.446 0.632 0.0 -0.6 -0.7
H 0.961 1.836 -0.886 0.0 -1.7 0.3
C -0.361 -0.908 0.023 -0.5 0.4 0.1
H 1.588 -1.892 -1.385 -0.3 -1.6 0.0
H -1.673 1.488 0.029 -0.9 0.5 -0.3
N 1.656 -0.934 -1.185 1.9 1.3 -1.0
H 2.233 -0.486 -1.960 -1.2 -0.1 1.8
H 1.889 1.094 0.328 0.4 0.5 -0.2
N 0.972 1.080 -0.133 0.2 1.2 1.7
O -1.532 1.087 0.883 1.1 0.1 -0.1
N -1.277 -1.436 0.654 -1.1 -1.3 -1.3
```
Forces are in eV/Å.

=====

Below is a 5-piece molecular cluster, C30H57BrN4O12P overall at a distorted geometry, with properties calculated with the ωB97M-V functional and the def2-TZVPD basis.

Its orbital gap is 6.6473 eV. Its charge is +1. For the max |F|, the calculation gives 0.192 Eh/bohr. Its highest occupied orbital energy is -10.90 eV. The total energy is -5213.94018 Ha. As for the lowest unoccupied orbital energy: -4.2522 eV.

Structure (XYZ):
```
105
Properties=species:S:1:pos:R:3:forces:R:3
H -9.623 -0.024 -2.844 2.6 -0.3 -1.0
C -3.612 -1.674 -1.505 0.9 0.7 -1.1
H -3.005 -1.970 -0.548 -1.1 0.5 -2.1
O 3.054 0.194 5.292 -0.6 0.0 -0.5
C 9.679 -2.551 -0.390 -0.2 -0.1 -0.1
O 7.071 -1.708 2.994 1.7 -0.5 -1.3
H -5.435 3.291 0.789 0.3 -0.2 -0.1
H -8.732 -2.233 -2.307 1.9 1.3 -1.1
H 5.306 1.523 4.818 0.0 0.0 0.2
H 4.519 2.787 3.907 -0.2 0.0 0.3
O -1.292 -4.018 -3.448 -0.2 5.5 2.3
C 7.983 -2.221 2.349 -1.3 0.7 0.7
C 4.432 2.172 4.810 0.5 0.0 -0.6
C -0.258 1.231 -2.605 1.2 0.0 1.5
H 9.158 -4.042 2.090 -0.1 0.0 -0.2
Br -5.463 -5.925 -2.744 0.5 0.7 -0.8
H 7.899 -4.114 3.298 -0.2 0.1 -0.3
H -6.705 -3.577 -1.483 1.9 1.7 0.4
O 8.808 -1.453 1.601 -0.3 0.4 0.5
H 6.805 1.242 -1.197 -0.1 -0.2 0.2
H -1.366 1.767 2.854 0.1 0.3 -0.2
N -4.599 -2.785 -1.789 -0.9 -1.6 -2.6
H -4.521 -4.614 -4.812 -0.3 -0.1 1.9
H 4.969 0.815 7.146 0.1 -0.1 -0.1
C -7.859 -1.579 -2.787 -0.4 -0.4 0.9
H -1.703 -0.184 -4.489 -1.7 -0.1 2.0
H -2.405 2.006 -2.669 1.2 -2.3 0.4
P -1.134 -2.547 -2.817 2.8 -6.4 -1.9
N -3.846 -2.132 -3.924 1.0 -3.6 0.7
H 0.241 0.866 -3.599 -1.1 0.4 2.0
H 4.744 1.415 -1.285 0.1 0.0 0.1
H 4.997 -0.519 4.948 -0.1 0.1 0.1
C 0.949 0.083 -0.015 -4.3 2.0 -8.7
O -3.462 2.827 0.559 0.3 -0.7 -0.5
H -5.082 5.273 2.242 0.1 -0.1 -0.1
C 6.454 2.738 0.352 0.7 1.3 1.0
H -0.822 -1.995 -0.587 0.8 -0.8 -0.9
H 5.712 -0.249 0.420 -0.1 0.0 0.0
H -4.138 5.407 0.739 -0.1 -0.1 0.1
H -3.331 4.983 2.240 -0.1 0.0 0.0
H -5.881 -2.739 -0.008 0.0 0.1 -2.6
H -9.377 3.807 -1.783 0.1 -2.7 -0.7
H -7.477 -1.061 -0.600 1.6 -0.4 -2.0
H 9.030 -3.425 -0.284 0.1 0.0 0.0
C 4.457 1.401 -0.229 0.0 -0.2 0.1
C -2.797 -1.603 -2.963 -1.1 2.5 0.0
H -4.663 2.784 2.279 0.2 0.1 -0.1
H -4.522 -1.449 -4.332 0.8 -0.8 0.8
H 3.393 1.658 -0.195 0.3 0.2 0.1
C 8.143 -3.712 2.308 0.4 -0.4 0.5
H 4.333 0.066 1.461 0.0 0.0 -0.2
O 0.192 -1.794 -3.682 -2.9 -0.9 1.0
H -3.435 0.420 -4.056 1.7 -1.5 1.1
O 2.120 1.977 4.306 1.4 -1.4 0.8
H 0.944 -0.488 1.034 0.3 1.7 -3.0
H -2.121 0.680 -1.358 0.6 0.6 -2.6
O -7.160 2.186 -1.192 -4.1 -1.8 -6.2
C 4.646 -0.228 7.085 0.0 0.2 0.2
C -4.513 3.379 1.373 -0.2 0.4 0.2
C -2.292 2.346 1.038 0.8 -0.2 -0.6
C 0.484 0.490 -1.302 2.4 -2.3 8.4
H 7.834 1.123 0.254 -0.1 0.0 0.0
H 10.638 -1.051 0.797 -0.3 0.0 0.2
H 3.820 -0.343 7.796 0.1 -0.1 -0.1
H 0.129 -2.046 -4.649 -0.1 0.0 1.6
H -0.011 2.391 -2.518 -0.7 -2.6 0.0
H -7.378 -2.273 -3.628 -0.9 1.7 1.6
H 4.446 2.819 5.690 0.0 -0.1 -0.1
H -9.740 2.815 -3.378 0.5 -0.2 2.5
H -3.976 -0.566 -1.409 -0.1 -2.3 0.2
H -6.125 -0.352 -1.705 -1.2 -2.0 0.2
H 9.144 -1.836 -1.023 0.2 0.0 0.1
C 7.332 1.809 -0.432 0.2 0.1 -0.8
H 3.863 -1.638 5.678 -0.2 0.3 -0.1
H -2.775 2.760 3.126 0.0 0.2 -0.1
O -1.514 1.750 0.295 -1.8 1.1 1.1
O 5.146 2.427 0.508 0.0 0.6 0.1
C -6.795 -1.299 -1.549 -1.2 -0.3 0.3
H 4.088 -0.724 -0.115 0.0 0.1 0.0
H 10.564 -2.602 1.609 -0.2 0.0 0.0
C -9.448 2.709 -2.228 0.3 -0.3 -1.6
C -1.921 2.627 2.464 -0.1 -0.6 0.5
C -2.476 -0.100 -3.585 0.6 1.0 0.0
C -5.985 -2.680 -1.193 -1.4 0.0 1.7
N -4.742 -4.524 -3.775 0.6 3.6 1.2
H -1.285 3.514 2.502 0.0 -0.1 0.0
H -6.682 0.791 -3.478 -1.3 0.3 0.5
C 3.127 1.436 4.759 -1.2 0.8 -0.4
H -8.849 -0.437 -4.517 0.5 0.3 2.5
C -4.254 4.843 1.671 0.2 0.1 0.0
C -7.988 1.924 -2.209 2.3 1.4 3.9
C -8.573 -0.224 -3.375 -0.9 -0.9 -1.6
H -10.288 2.071 -1.717 1.8 1.3 -0.8
C 10.003 -1.928 0.954 0.0 -0.2 -0.2
H 7.455 -4.128 1.569 0.1 0.0 0.1
C -4.465 -3.308 -3.201 0.3 3.0 1.3
C 4.659 0.044 0.416 0.2 -0.1 0.1
H 5.475 -0.867 7.402 -0.1 0.1 -0.1
H 10.594 -2.860 -0.902 -0.1 0.1 0.1
H 8.083 2.406 -0.960 -0.1 -0.1 0.4
O -0.580 -2.776 -1.170 -2.1 2.3 -2.9
C -1.869 0.956 -2.488 -0.3 0.8 0.1
N -7.698 1.011 -3.381 -0.6 0.8 2.8
O 6.927 3.728 0.906 -1.3 -1.8 -0.9
C 4.193 -0.593 5.685 0.3 0.1 0.2
```
Forces are in eV/Å.

=====

Among the records above, which one has the lowest max |F|? C16H16N2O6

=====

Which of these has the lowest max |F|? C16H16N2O6